Below is an isolated ion of composition C13H20N3O7 and charge -1 at a distorted geometry, with properties calculated with the ωB97M-V functional and the def2-TZVPD basis.

Results
Total charge = -1
HOMO = -5.856 eV
E = -1198.449956 a.u.
HOMO-LUMO gap = 0.310 Ha

Atoms and positions in Å:
C 0.753 4.117 2.683
N 0.585 2.738 2.154
C 0.502 1.590 2.958
O 0.836 1.714 4.144
C -0.276 0.363 2.481
C -1.705 0.562 2.588
C -2.388 1.650 1.753
C -1.826 1.745 0.272
O -1.415 2.898 -0.099
O -1.855 0.753 -0.552
N 0.190 -0.003 1.128
C 0.843 -1.123 0.782
O 1.322 -1.842 1.596
C 1.101 -1.475 -0.731
C 0.638 -2.920 -0.971
C 0.341 -3.182 -2.465
C -0.092 -4.609 -2.685
O -0.164 -5.471 -1.820
O -0.508 -5.000 -3.927
N 0.612 -0.416 -1.639
C 1.396 0.284 -2.461
C 0.810 1.629 -2.911
O 2.480 -0.139 -2.780
H 1.062 4.082 3.717
H 1.554 4.688 2.064
H -0.250 4.532 2.494
H 0.303 2.623 1.139
H -0.007 -0.432 3.192
H -2.042 -0.404 2.220
H -2.102 0.552 3.569
H -2.295 2.622 2.188
H -3.440 1.430 1.871
H -0.284 0.511 0.411
H 2.253 -1.438 -0.811
H -0.435 -3.158 -0.559
H 1.383 -3.630 -0.541
H 1.265 -2.916 -3.097
H -0.470 -2.588 -2.667
H -0.390 -5.958 -4.029
H -0.371 -0.124 -1.473
H 1.652 2.231 -3.311
H 0.298 2.072 -2.057
H 0.136 1.444 -3.817

So, what does the natural (NBO) scheme give us? The charges, in e, come out as: C -0.41; N -0.65; C 0.67; O -0.67; C -0.13; C -0.41; C -0.51; C 0.74; O -0.76; O -0.81; N -0.64; C 0.69; O -0.65; C -0.14; C -0.39; C -0.52; C 0.80; O -0.61; O -0.71; N -0.67; C 0.69; C -0.72; O -0.66; H 0.23; H 0.19; H 0.21; H 0.43; H 0.25; H 0.22; H 0.22; H 0.21; H 0.22; H 0.43; H 0.25; H 0.21; H 0.24; H 0.25; H 0.24; H 0.49; H 0.45; H 0.22; H 0.26; H 0.22